FH16MnO8 | ωB97M-V/def2-TZVPD

CARTESIAN COORDINATES (ANGSTROEM)
Mn -0.0768 -0.2104 0.1797
F -0.4978 0.6016 -1.6403
O -2.1578 -0.9404 0.2167
O 1.0762 -0.5654 -3.4203
O 2.1022 -0.6244 0.2547
O 0.1722 -1.7134 2.2077
O 0.0492 -2.3874 -0.7553
O -0.7578 1.1396 1.6557
O 1.3642 2.1566 -0.0453
O -1.7908 2.5676 -0.4043
H -2.6988 -1.0884 1.0317
H -1.3348 1.8396 1.3987
H 2.8652 -0.1244 0.5437
H -0.4158 -1.4224 2.9317
H 2.2462 2.0456 0.2367
H 1.1002 3.0466 0.1477
H -2.6448 -1.3484 -0.4903
H -0.6898 -2.9684 -0.4273
H 0.8572 -2.9244 -0.8693
H 2.4722 -1.4834 0.3257
H -1.1948 2.0716 -0.9803
H 0.7142 -0.2244 -2.5513
H -1.6328 3.5126 -0.6903
H 0.3932 -1.0274 -3.8623
H -0.4898 1.3486 2.5427
H 0.9702 -1.2764 2.4647

Its net charge is +1. Its spin multiplicity is 6. The calculation puts the LUMO energy (alpha / beta) at -3.8 / -3.8 eV. As for the energy: -1862.2357 Eh. The value obtained for the HOMO-LUMO gap (alpha / beta) is 8.83 / 8.85 eV. Its molecular weight is 218.06 Da. The HOMO energy (alpha / beta) is -12.61 / -12.62 eV. The relative energy (zero: lowest compared OMol25 entry of this formula, charge and spin) is 0.000 eV.

=====

FH16O8Sn | ωB97M-V/def2-TZVPD

CARTESIAN COORDINATES (ANGSTROEM)
Sn 0.0535 0.1767 0.3179
F -0.4015 0.2047 2.6889
O -1.3895 1.3747 -1.8351
O -0.1815 -1.8463 -1.1551
O -2.5925 0.0327 0.3459
O -1.1245 -2.2843 1.4239
O 1.5295 0.4987 -1.8871
O -0.6835 2.6557 0.4189
O 2.1945 1.5457 0.7849
O 1.9845 -1.5113 1.0779
H -0.5415 -2.7133 -0.9301
H 2.2945 -1.8273 1.9119
H -0.5475 -2.8283 1.9979
H -0.2075 3.3167 0.8659
H -3.2895 0.6867 0.3239
H -2.3215 1.5517 -1.6341
H 2.4605 0.7757 -1.8521
H -0.8275 2.9537 -0.4821
H -2.0075 -2.5613 1.5169
H -1.5015 0.9397 -2.6531
H -2.8335 -0.5173 1.1249
H 0.5725 -2.0443 -1.6941
H 2.8825 2.0047 0.3189
H 2.3615 -2.1783 0.4569
H 2.8475 1.1207 1.3789
H 1.2685 0.4737 -2.8321

Its net charge is +1. The calculation puts the LUMO energy at -3.0 eV. As for the energy: -925.4656 Eh. The value obtained for the HOMO-LUMO gap is 8.62 eV. Its molecular weight is 281.83 Da. The HOMO energy is -11.65 eV. The relative energy (zero: lowest compared OMol25 entry of this formula, charge and spin) is 0.266 eV.

=====

FH2NO3S | ωB97M-V/def2-TZVPD

CARTESIAN COORDINATES (ANGSTROEM)
S -0.9549 -0.0246 0.2704
F -0.7118 1.1099 -0.9942
O -2.2741 -0.4293 0.0188
O -0.5421 0.5787 1.4868
O 0.2258 -1.0878 -0.2524
N 1.4758 -0.3967 -0.0472
H 1.6933 -0.0503 -1.0125
H 1.0881 0.3002 0.5303

The calculation puts the LUMO energy at 0.3 eV. As for the energy: -779.6276 Eh. The value obtained for the HOMO-LUMO gap is 11.57 eV. Its molecular weight is 115.09 Da. The HOMO energy is -11.31 eV. The relative energy (zero: lowest compared OMol25 entry of this formula, charge and spin) is 0.481 eV. As for the SMILES: NOS(=O)(=O)F.

=====

FH2NOS2 | ωB97M-V/def2-TZVPD

CARTESIAN COORDINATES (ANGSTROEM)
S -1.8062 -1.2570 1.2024
S -0.5013 0.0962 0.9611
F 1.5532 0.7609 -0.7149
O 0.1943 0.6100 2.1306
N 0.6072 -0.3167 -0.4887
H -1.0436 1.0839 0.3175
H 1.0790 -1.0199 -0.0117

The calculation puts the LUMO energy at -0.1 eV. As for the energy: -1027.2803 Eh. The value obtained for the HOMO-LUMO gap is 10.31 eV. Its molecular weight is 115.15 Da. The HOMO energy is -10.39 eV. The relative energy (zero: lowest compared OMol25 entry of this formula, charge and spin) is 0.295 eV. As for the SMILES: O=[S@H](=S)NF.

=====

FH2O2P | ωB97M-V/def2-TZVPD

CARTESIAN COORDINATES (ANGSTROEM)
P 0.8974 0.6931 0.6257
F 1.5366 1.4945 -0.7378
O -0.5906 1.4113 0.7766
O 0.6229 -0.7313 0.0359
H -0.6612 2.1909 1.3424
H 0.1057 -0.6511 -0.7623

The calculation puts the LUMO energy at 0.7 eV. As for the energy: -592.9765 Eh. The value obtained for the HOMO-LUMO gap is 10.74 eV. Its molecular weight is 83.99 Da. The HOMO energy is -9.99 eV. The relative energy (zero: lowest compared OMol25 entry of this formula, charge and spin) is 0.137 eV. As for the SMILES: OP(O)F.

=====

FH2OSm | ωB97M-V/def2-TZVPD

CARTESIAN COORDINATES (ANGSTROEM)
Sm 0.5186 0.8398 -1.4133
F -0.4077 -1.1070 -1.7028
O -0.0656 0.3696 0.7874
H 0.5287 0.4639 1.5407
H -0.5740 -0.5664 0.7880

Its net charge is +1. Its spin multiplicity is 7. The calculation puts the LUMO energy (alpha / beta) at -5.1 / -5.1 eV. As for the energy: -834.0483 Eh. The value obtained for the HOMO-LUMO gap (alpha / beta) is 7.46 / 10.97 eV. Its molecular weight is 187.37 Da. The HOMO energy (alpha / beta) is -12.56 / -16.03 eV.